Formula: C4H8NO3
Source: the Open Molecules 2025 dataset
Level of theory: ωB97M-V/def2-TZVPD

For the energy above the lowest of the compared OMol25 structures with the same formula, charge and spin, the calculation gives 53.8 kcal/mol. As for the net charge: -1. For the HOMO-LUMO gap, the calculation gives 7.6 eV. For the LUMO energy, the calculation gives 3.552 eV. Its HOMO energy is -0.150 hartree.

Atoms and positions in Å:
C (-0.897511, 0.153626, -0.207299)
C (-1.682969, -0.279030, -1.305976)
O (-1.440154, -1.197162, -2.056765)
N (-2.972389, 0.300030, -1.283426)
H (-0.663602, -0.624647, 0.659690)
H (-1.498850, 0.972402, 0.361613)
H (-3.748211, -0.184627, -1.658254)
H (-3.203197, 0.689368, -0.397018)
H (0.062538, 0.448415, -0.426827)
C (1.460099, -0.769294, 2.063196)
C (1.922244, 0.325482, 1.022098)
O (3.020214, 0.386706, 0.367920)
O (1.032985, 1.201929, 0.956026)
H (2.075273, -1.698564, 2.080985)
H (0.516389, -1.193870, 1.743840)
H (1.550840, -0.225171, 3.050390)

Atomic forces in eV per Å
C -1.5 0.2 4.6
C -3.1 -2.1 -0.2
O 0.4 0.1 -0.9
N 0.7 0.5 0.0
H -1.1 1.1 -2.4
H 1.7 -1.0 -0.9
H -0.3 -0.7 -0.8
H -0.1 0.4 0.4
H 1.8 1.1 -0.8
C 2.4 -0.4 -0.1
C 1.2 1.0 -0.8
O -1.5 -1.4 1.6
O 0.3 0.7 0.7
H 0.3 0.8 0.2
H -0.5 0.6 0.6
H -0.8 -1.0 -1.0

Atomic partial charges in e from the natural (NBO) method, atoms 1 to 2: C -0.71; C 0.67